No. 1
The following is a DFT calculation (wB97M-V/def2-TZVPD) of C15H26F6NO3P2Pd as an isolated structure in a non-equilibrium geometry.

Summary:
Max |F|: 1.6 eV/A
ΔE to the lowest compared entry with this formula, charge and spin: 7.3 kcal per mole
Net charge: +1
E_tot: -2277.234466 hartree
Frontier orbital gap (spin up / spin down): 9.047 / 6.660 eV
Multiplicity: 3

Element x y z (Å)
Pd: 0.3130 -0.3941 0.1114
P: 0.3272 0.6861 -1.9083
C: -0.7399 2.1795 -1.7520
C: -1.5444 2.2043 -0.4824
N: -1.3001 1.2768 0.4467
C: -1.9153 1.3102 1.6345
C: -3.0097 2.1635 1.8484
C: -3.3397 3.0905 0.8621
C: -2.5597 3.1591 -0.2906
C: -1.4349 0.3315 2.6847
P: 0.3325 -0.1055 2.3675
H: -2.7317 3.8980 -1.0679
H: -3.5472 2.0761 2.7898
H: -4.1702 3.7806 1.0136
H: -1.5459 0.7400 3.7018
H: -2.0086 -0.6130 2.5987
H: -0.1201 3.0741 -1.8680
H: -1.4086 2.1710 -2.6186
H: 2.4260 4.0450 0.0118
O: 1.8203 4.8004 -0.0014
H: 1.8110 5.0594 -0.9398
H: 2.6292 1.0970 0.5253
O: 3.3456 1.7403 0.3980
H: 3.4263 2.1426 1.2809
C: 1.2543 1.2198 3.1731
H: 0.9301 1.3053 4.2195
H: 2.3169 0.9453 3.1361
H: 1.0890 2.1710 2.6487
C: 0.5955 -1.5732 3.3719
H: 1.6497 -1.8442 3.2580
H: 0.3707 -1.3518 4.4223
H: -0.0308 -2.3930 3.0032
C: -0.7777 -0.1697 -3.0653
H: -1.1562 0.5918 -3.7548
H: -0.2507 -0.9481 -3.6180
H: -1.5991 -0.6199 -2.5001
C: 1.8074 1.1286 -2.8498
H: 2.2819 0.2027 -3.2028
H: 1.5482 1.7498 -3.7187
H: 2.5047 1.6564 -2.1866
C: 1.2516 -3.0750 -1.7154
C: -0.0214 -3.2919 -0.8925
O: -0.7228 -2.1867 -0.5768
C: -1.0343 -4.2080 -1.7306
F: -0.4652 -5.3647 -2.1846
F: -2.1588 -4.5283 -1.0479
F: -1.4244 -3.5074 -2.8387
C: 0.4459 -4.0331 0.4373
F: 0.9158 -5.2926 0.2103
F: 1.4927 -3.3273 0.9888
F: -0.5165 -4.1109 1.3881
H: 0.9870 -2.6770 -2.7005
H: 1.7720 -4.0328 -1.8217
H: 1.8893 -2.3485 -1.1986


No. 2
The following is a DFT calculation (wB97M-V/def2-TZVPD) of C15H26IMnO2P2 as an isolated structure in a non-equilibrium geometry.

Summary:
Max |F|: 6.4 eV/A
ΔE to the lowest compared entry with this formula, charge and spin: 18.4 kcal per mole
Net charge: +2
E_tot: -2868.325063 hartree
Frontier orbital gap (spin up / spin down): 5.573 / 1.721 eV
Multiplicity: 5

Element x y z (Å)
C: 0.0366 0.4833 -7.5176
C: 0.0432 1.2012 -6.1970
H: 0.0401 1.2152 -8.3294
H: -0.8492 -0.1557 -7.5714
H: 0.9146 -0.1662 -7.5738
O: 0.0545 2.3697 -5.9956
I: 0.0296 -0.2459 -4.4861
Mn: 0.0370 0.5042 0.3562
P: 2.3488 0.3591 0.2768
C: 3.3144 1.6620 1.1297
C: 3.0126 -1.1948 0.9840
H: 4.0980 -1.2585 0.8498
H: 4.1142 0.2112 -1.4162
H: 2.5221 -2.0320 0.4810
H: 2.5390 -0.4275 -1.9893
H: 3.0499 1.6731 2.1906
H: 2.7711 -1.2373 2.0494
C: 3.0301 0.3685 -1.4236
H: 4.3902 1.4866 1.0245
H: 2.8012 1.3265 -1.8978
H: 3.0618 2.6371 0.7044
P: -2.2773 0.4022 0.2798
C: -3.2175 1.7243 1.1314
C: -2.9602 0.4210 -1.4198
H: -2.4960 -1.9849 0.4875
H: -4.0557 -1.1808 0.8591
H: -2.7258 -1.1836 2.0556
C: -2.9691 -1.1378 0.9907
H: -2.4828 -0.3834 -1.9850
H: -4.0468 0.2815 -1.4110
H: -4.2964 1.5704 1.0257
H: -2.9453 2.6941 0.7059
H: -2.7162 1.3748 -1.8953
H: -2.9535 1.7307 2.1925
C: 0.0523 2.0305 1.3485
O: 0.0624 3.0120 1.9862
C: -0.1657 -2.3396 4.3986
C: 0.0856 -2.8924 3.1405
C: 0.1447 -2.0687 2.0106
C: -0.0338 -0.6842 2.1277
C: -0.3010 -0.1402 3.4011
C: -0.3627 -0.9649 4.5273
H: -0.2150 -2.9761 5.2726
H: 0.2299 -3.9597 3.0402
H: 0.3249 -2.5041 1.0388
H: -0.4700 0.9148 3.5409
H: -0.5678 -0.5358 5.5002


No. 3
The following is a DFT calculation (wB97M-V/def2-TZVPD) of a 2-piece molecular cluster, C15H26N2O7P overall in a non-equilibrium geometry.

Summary:
Max |F|: 1.8 eV/A
Net charge: +1
E_tot: -1564.560734 hartree
Frontier orbital gap: 8.754 eV

Element x y z (Å)
O: 3.2369 -2.6765 -0.4127
P: 1.9520 -2.8993 -1.0550
O: 1.9177 -2.4957 -2.5962
O: 1.5604 -4.4450 -0.9567
C: 0.5715 -2.0869 -0.1697
N: -0.2439 -1.0979 -0.9444
C: -1.4843 -0.7786 -0.1584
C: -2.3871 0.2703 -0.8523
N: -1.8303 0.7482 -2.1262
C: -0.5057 1.2448 -1.8080
O: 0.0699 2.0344 -2.7997
C: 0.5116 0.1207 -1.4517
C: 1.5499 0.6948 -0.4805
C: 2.9993 0.4598 -0.8614
C: 3.9145 0.3733 0.1541
C: 5.2378 0.2036 -0.1102
C: 5.6647 0.1251 -1.4018
C: 4.7678 0.1847 -2.4214
C: 3.4427 0.3556 -2.1464
H: 2.8303 -2.5988 -2.9164
H: 2.1855 -4.9556 -1.4909
H: -0.1146 -2.8883 0.1114
H: 0.9650 -1.6887 0.7591
H: -0.5717 -1.5959 -1.7725
H: -1.2452 -0.5454 0.8761
H: -2.0512 -1.7089 -0.1169
H: -3.3684 -0.1294 -1.0906
H: -2.5301 1.1136 -0.1830
H: -1.7579 -0.0203 -2.7916
H: -0.6283 1.8836 -0.9276
H: -0.5002 2.0680 -3.5765
H: 0.9561 -0.1599 -2.4012
H: 1.3756 0.4021 0.5550
H: 1.4120 1.7777 -0.4894
H: 3.5663 0.4391 1.1771
H: 5.9371 0.1641 0.7129
H: 6.7169 0.0180 -1.6218
H: 5.1044 0.1295 -3.4467
H: 2.7525 0.4106 -2.9815
C: -3.5563 3.5691 4.2855
O: -4.4594 2.4837 4.5157
C: -4.3273 1.4626 3.6815
O: -3.5299 1.3850 2.7762
O: -5.2245 0.5373 4.0122
C: -5.2083 -0.6331 3.1985
H: -3.7771 4.3240 5.0338
H: -2.5250 3.2416 4.4031
H: -3.7108 3.9932 3.2950
H: -4.2456 -1.1383 3.2708
H: -5.4319 -0.3839 2.1617
H: -5.9832 -1.2915 3.5796


No. 4
The following is a DFT calculation (wB97M-V/def2-TZVPD) of C15H26N7O2S2V as an isolated structure.

Summary:
Max |F|: 0.3 eV/A
Net charge: +1
E_tot: -2861.262533 hartree
Frontier orbital gap (spin up / spin down): 7.914 / 8.030 eV
Multiplicity: 4

Element x y z (Å)
V: 1.1237 0.4355 1.1420
N: -0.4412 -0.3151 2.5880
C: -0.1347 -1.7171 2.9538
C: 0.7054 -2.3768 1.8725
N: 1.9039 -1.5781 1.5506
C: 2.5219 -2.0217 0.2827
C: 3.3913 -0.9288 -0.3198
N: 2.6026 0.3030 -0.5282
C: 2.8857 -1.5394 2.6563
C: 2.7904 -0.2829 3.5157
N: 2.7057 0.9172 2.6593
H: -0.7600 0.1948 3.4048
H: -1.2082 -0.2961 1.9173
H: -1.0408 -2.3088 3.1020
H: 0.3952 -1.7169 3.9066
H: 0.1197 -2.4598 0.9548
H: 0.9825 -3.3884 2.1948
H: 1.7122 -2.2643 -0.4089
H: 3.1190 -2.9293 0.4321
H: 3.8265 -1.3011 -1.2503
H: 4.2266 -0.6936 0.3443
H: 2.0256 0.2030 -1.3709
H: 3.2291 1.0801 -0.7133
H: 3.8882 -1.5939 2.2295
H: 2.7770 -2.4230 3.2938
H: 3.6508 -0.2534 4.1897
H: 1.8963 -0.2975 4.1359
H: 3.6063 1.1006 2.2251
H: 2.5030 1.7328 3.2284
N: -5.6488 0.8643 -4.3656
C: -4.4801 0.5226 -3.7461
C: -4.4964 -0.0598 -2.4674
C: -3.3181 -0.3758 -1.8310
C: -2.0989 -0.1079 -2.4463
C: -2.0660 0.4626 -3.7138
C: -3.2438 0.7782 -4.3569
S: -0.6136 -0.5000 -1.6170
O: 0.4875 -0.1409 -2.4957
O: -0.6495 -1.8607 -1.1362
N: -0.5744 0.4029 -0.2813
C: -0.5764 1.7631 -0.2998
S: -1.4720 2.8746 -1.2672
C: -0.7985 4.1774 -0.3492
C: 0.0575 3.7092 0.5816
N: 0.1811 2.3388 0.6159
H: -6.5126 0.4893 -4.0164
H: -5.6329 1.0825 -5.3458
H: -5.4444 -0.2645 -1.9863
H: -3.3400 -0.8381 -0.8522
H: -1.1128 0.6584 -4.1856
H: -3.2160 1.2251 -5.3427
H: -1.0517 5.2019 -0.5601
H: 0.6169 4.3155 1.2770


No. 5
The following is a DFT calculation (wB97M-V/def2-TZVPD) of C15H26NO2OsP as an isolated structure in a non-equilibrium geometry.

Summary:
Max |F|: 4.6 eV/A
ΔE to the lowest compared entry with this formula, charge and spin: 69.6 kcal per mole
Net charge: +2
E_tot: -1223.600840 hartree
Frontier orbital gap (spin up / spin down): 7.866 / 5.456 eV
Multiplicity: 5

Element x y z (Å)
C: 0.4108 3.1327 -2.3535
C: -0.8456 2.6920 -1.9576
C: -1.0129 1.6131 -1.0776
C: 0.1319 0.9414 -0.5836
C: 1.4065 1.3780 -0.9934
C: 1.5482 2.4514 -1.8885
C: -2.3823 1.2165 -0.6323
C: -2.6191 -0.2108 -0.0959
N: -2.0020 -1.3659 -0.9032
Os: -0.0180 -0.6213 0.8239
C: 2.6113 0.6943 -0.3757
P: 2.0910 -0.9485 0.3487
H: -1.7410 3.1933 -2.3393
H: 2.5457 2.7463 -2.1950
H: 0.5235 3.9866 -3.0141
H: 2.9914 1.2944 0.4725
H: 3.4311 0.5523 -1.0931
H: -2.6687 1.8581 0.2157
H: -3.1258 1.4143 -1.4160
H: -2.2417 -0.3039 0.9534
C: 3.4010 -1.4225 1.4989
C: 2.2833 -2.1161 -1.0343
H: -3.7083 -0.3931 -0.0229
C: -1.5762 -1.1169 -2.3096
C: -2.8876 -2.5739 -0.8458
H: 0.8167 -1.2754 2.0631
H: -2.1497 -1.7636 -2.9775
H: -1.7003 -0.0867 -2.6275
H: -0.5228 -1.3932 -2.3834
H: -3.1936 -2.8612 -1.8596
H: -2.3518 -3.4051 -0.3910
H: -3.8025 -2.3779 -0.2711
H: 3.3382 -2.2549 -1.3041
H: 1.8719 -3.0822 -0.7111
H: 1.7268 -1.7698 -1.9148
H: 4.4038 -1.2439 1.0989
H: 3.2821 -0.8734 2.4378
H: 3.2988 -2.4913 1.7130
H: -0.6441 -1.7296 -0.4156
C: -0.5192 1.0011 4.5442
C: 0.3649 1.4655 3.4049
O: 1.1831 2.3457 3.6439
O: 0.2123 0.9482 2.1973
H: 0.1101 0.5972 5.3448
H: -1.2746 0.2693 4.2573
H: -0.9964 1.8895 4.9686


No. 6
The following is a DFT calculation (wB97M-V/def2-TZVPD) of a single C15H26O molecule in a non-equilibrium geometry.

Summary:
Max |F|: 15.3 eV/A
ΔE to the lowest compared entry with this formula, charge and spin: 370.2 kcal per mole
Net charge: 0
E_tot: -661.813337 hartree
Frontier orbital gap: 8.371 eV
SMILES: C=C[C@@](C)(O)CC/C=C(\C)CCC=C(C)C

Element x y z (Å)
C: 2.1636 4.8112 -1.9604
C: 1.7776 4.3561 -0.7818
C: 1.9518 2.9517 -0.0907
C: 3.3657 2.5196 -0.3238
O: 1.7213 3.2457 1.1337
C: 0.9028 2.1549 -0.9113
C: 0.8967 0.6912 -0.5745
C: -0.1586 -0.0394 -0.9318
C: -1.2441 -0.4266 -0.5513
C: -1.6698 -0.0777 1.0135
C: -2.4116 -1.0303 -1.2152
C: -2.2798 -2.6548 -1.1732
C: -2.4298 -3.0417 0.3286
C: -1.3860 -3.6201 1.2824
C: -1.8401 -3.8535 2.6959
C: -0.0196 -3.3699 1.0438
H: 1.9402 5.8373 -2.3534
H: 2.6433 4.3285 -2.5239
H: 1.4750 5.3458 -0.0058
H: 3.4941 1.5869 0.0566
H: 4.0337 3.3981 0.0497
H: 3.5063 2.5536 -1.3557
H: 1.7996 2.4366 1.5945
H: 1.2729 2.2192 -1.7850
H: 0.1220 2.6378 -0.7189
H: 1.7219 0.3909 -0.4456
H: 0.8255 0.7371 0.7570
H: 0.1089 -0.3833 -2.1522
H: -2.7107 -0.3690 1.0881
H: -0.9927 -0.5043 1.5885
H: -1.5446 0.9696 1.3338
H: -2.1707 -0.9697 -2.2446
H: -3.2661 -0.9280 -1.0125
H: -2.9033 -3.0643 -1.7076
H: -1.2168 -2.9204 -1.3940
H: -3.3096 -3.2037 0.7596
H: -1.3130 -4.9258 2.7293
H: -2.8729 -3.8018 2.8742
H: -1.3542 -3.2338 3.4619
H: 0.8636 -3.5406 1.8423
H: 0.2956 -4.5321 0.4884
H: 0.2118 -2.6811 0.0914


No. 7
The following is a DFT calculation (wB97M-V/def2-TZVPD) of a 5-piece molecular cluster, C15H27BBrClIO20S4 overall in a non-equilibrium geometry.

Summary:
Max |F|: 2.0 eV/A
Net charge: -1
E_tot: -7042.128397 hartree
Frontier orbital gap: 6.837 eV

Element x y z (Å)
C: -2.1791 -2.0223 -4.9483
C: -0.8660 -1.3662 -4.4753
C: -0.0464 -2.2326 -3.5198
O: 0.6841 -1.4349 -2.5903
C: 0.1476 -1.2246 -1.3496
Br: -1.8502 -1.2375 -1.2955
O: 0.5949 -2.0521 -0.3685
B: 0.3739 -1.3017 0.8696
I: 1.7830 -1.8937 2.5451
O: 0.4056 0.1676 0.5139
C: 0.6257 0.1827 -0.8064
Cl: 2.5434 0.0603 -1.0100
C: 0.3459 1.4679 -1.5715
C: -0.9637 2.1552 -1.2614
O: -2.0327 1.9088 -1.7746
H: -3.0222 -1.5217 -4.4810
H: -2.1889 -3.0694 -4.6574
H: -2.2797 -1.9158 -6.0237
H: -1.1300 -0.4726 -3.9113
H: -0.2435 -1.0207 -5.2978
H: 0.7150 -2.7475 -4.1074
H: -0.6392 -3.0080 -3.0437
H: -0.6998 -1.4454 1.4010
H: 1.1282 2.1622 -1.2789
H: 0.4757 1.2765 -2.6336
H: -0.9006 2.9855 -0.5356
C: 2.1961 3.5701 1.5900
C: 3.4384 4.3490 1.2303
O: 3.1490 4.9107 -0.0650
S: 1.5901 5.2414 -0.1642
O: 1.3846 6.6191 0.1180
O: 1.0854 4.6611 -1.3570
O: 1.1121 4.3949 1.0938
H: 2.1638 2.6074 1.0739
H: 2.0824 3.4103 2.6640
H: 4.3226 3.7219 1.1726
H: 3.6155 5.1724 1.9264
C: -5.0028 -0.9757 -8.4027
C: -6.2706 -1.6839 -8.8315
O: -6.1230 -3.0115 -8.3166
S: -5.3062 -2.9677 -6.9323
O: -6.2250 -2.9841 -5.8554
O: -4.2386 -3.8912 -7.0252
O: -4.7421 -1.4771 -7.0894
H: -4.1605 -1.2359 -9.0473
H: -5.1155 0.1043 -8.3690
H: -6.3913 -1.7163 -9.9106
H: -7.1548 -1.2318 -8.3769
C: 4.6877 -5.1058 6.5125
C: 3.4673 -4.6194 5.7600
O: 3.1859 -3.3383 6.3342
S: 4.5556 -2.6288 6.7669
O: 4.9770 -1.7378 5.7535
O: 4.4358 -2.2208 8.1202
O: 5.4888 -3.9352 6.6956
H: 4.4203 -5.4988 7.4964
H: 5.2482 -5.8560 5.9615
H: 2.6138 -5.2804 5.8778
H: 3.6744 -4.4818 4.6967
C: -1.1719 3.7354 5.4775
C: -1.0445 2.5942 6.4654
O: 0.2263 2.0092 6.1626
S: 1.2392 3.1399 5.6716
O: 2.0480 3.5468 6.7610
O: 1.7857 2.7198 4.4314
O: 0.1524 4.2827 5.3949
H: -1.4615 3.3788 4.4876
H: -1.8675 4.5017 5.8076
H: -1.8287 1.8514 6.3544
H: -1.0230 2.9553 7.4962


No. 8
The following is a DFT calculation (wB97M-V/def2-TZVPD) of a 5-piece molecular cluster, C15H27Cl9F3OS overall in a non-equilibrium geometry.

Summary:
Max |F|: 1.1 eV/A
Net charge: -1
E_tot: -5502.519375 hartree
Frontier orbital gap: 4.498 eV

Element x y z (Å)
C: 2.1013 -0.9406 -0.0382
C: 0.9846 -1.3735 -0.9954
C: 1.3334 -1.9456 -2.3948
Cl: 3.2208 -2.2996 -2.4617
C: 0.8764 -1.2360 -3.6206
S: -0.7996 -1.7762 -4.0078
C: 0.8579 0.2902 -3.5034
C: 2.2418 0.8434 -3.1915
O: 3.0053 0.9729 -4.3872
C: 2.2500 2.2275 -2.5266
F: 1.1604 2.4802 -1.7694
F: 2.3462 3.2453 -3.4007
F: 3.3093 2.3561 -1.6882
H: 2.6413 -1.8169 0.3118
H: 2.7925 -0.2229 -0.4781
H: 1.6495 -0.4787 0.8444
H: 0.4695 -2.1822 -0.4680
H: 0.2673 -0.5594 -1.1057
H: 0.9227 -2.9458 -2.4577
H: -0.5500 -2.5780 -5.0611
H: 0.5891 0.6969 -4.4840
H: 0.1129 0.7037 -2.8063
H: 2.7982 0.1884 -2.5249
H: 3.7228 0.3433 -4.3274
Cl: 1.8790 -5.0787 2.0398
C: 2.3811 -4.2561 3.5388
C: 1.3805 -3.2193 3.9826
Cl: 1.3223 -1.8389 2.8608
H: 3.3566 -3.8105 3.3609
H: 2.4761 -5.0220 4.3076
H: 1.6676 -2.8316 4.9578
H: 0.3801 -3.6363 4.0510
Cl: -2.3138 -0.1253 -1.7593
C: -3.5229 0.6514 -2.7943
C: -4.1819 1.8035 -2.0823
Cl: -5.2455 1.3027 -0.7366
H: -4.2259 -0.1022 -3.1397
H: -2.9845 1.0443 -3.6571
H: -4.8019 2.3712 -2.7744
H: -3.4051 2.4503 -1.6856
Cl: -0.4532 -2.8820 6.7143
C: -2.0754 -2.2454 7.0962
C: -2.8995 -2.0347 5.8510
Cl: -2.2560 -0.7203 4.8413
H: -1.9446 -1.3166 7.6451
H: -2.5622 -2.9733 7.7430
H: -3.9152 -1.7615 6.1330
H: -2.9318 -2.9355 5.2431
Cl: -0.8064 5.6285 1.4095
C: -0.0348 5.0479 -0.0943
C: -0.5909 5.7360 -1.3135
Cl: -2.2830 5.2677 -1.6372
H: -0.1708 3.9720 -0.1484
H: 1.0288 5.2625 -0.0110
H: -0.0097 5.4423 -2.1860
H: -0.5608 6.8178 -1.2137